# 1
93
Properties=species:S:1:pos:R:3:mulliken_spin:R:1 method="wB97M-V/def2-TZVPD" homo_ev="-4.38 / -4.87" total_charge=-1 e_above_lowest_kj_mol=0.0 spin_multiplicity=2
Si -5.38348 16.31970 13.08282 -0.0010
H -3.10109 17.05226 13.34713 -0.0040
C -1.12871 12.04922 17.55331 0.0000
C -6.51663 9.88518 13.06613 0.0001
H 1.02049 14.60308 12.33008 -0.0006
H -6.89246 14.99321 8.23660 -0.0002
F 1.74954 12.11208 11.95195 0.0000
H -1.02951 15.84853 11.04513 0.0001
C 0.75497 12.53774 12.76356 0.0012
H -5.91011 11.41795 9.32177 0.0002
H -1.78337 17.72527 8.66722 0.0018
H -1.53331 9.47933 12.55973 -0.0004
H -1.22004 9.63871 10.22706 0.0003
H -1.32000 11.22268 10.87563 -0.0017
F -0.75727 18.21434 14.89603 0.0000
C 0.44997 13.86861 12.84774 -0.0027
C -2.22473 11.78224 18.39415 -0.0001
H -3.73270 8.00662 12.50118 -0.0001
H -4.18990 8.87250 11.06462 0.0000
H -7.44436 17.60791 13.06265 0.0011
C -1.65883 13.93247 18.70221 0.0000
C -5.67658 15.89039 14.88489 0.0141
H -7.01932 10.82705 11.10164 -0.0003
H -7.58424 16.03500 12.08173 -0.0019
H -4.41836 13.16823 8.25161 0.0032
O -3.30933 10.56501 12.70593 0.0019
H -8.41596 11.84601 13.16085 0.0002
H -6.83798 17.54129 11.43022 0.0009
C 0.00363 11.58967 13.43454 -0.0008
H -5.06937 14.99811 15.13650 -0.0027
H -6.73301 15.66639 15.15870 0.0026
H -7.75288 13.01582 12.05679 -0.0024
P -4.12540 11.92244 12.58552 0.0068
H 0.10875 13.93725 17.39293 0.0000
F -2.32654 16.35395 15.89253 -0.0001
C -1.26702 13.37581 14.54112 -0.0153
H -3.89609 17.87239 11.90572 -0.0172
H -2.62854 10.80432 18.47176 0.0000
H -1.65242 14.96285 18.91973 0.0000
Sb -1.59243 17.96444 16.58693 -0.0001
H -0.59339 15.35183 13.86995 -0.0019
F -1.00218 19.52534 17.49025 0.0000
H -2.63111 10.63456 9.93727 0.0002
C -6.66154 11.06307 12.13131 -0.0018
F -2.32921 17.44344 18.25573 0.0000
C -2.54217 16.96938 8.95380 0.0081
C -7.50785 12.20814 12.75449 0.0054
C -0.99935 12.02010 14.31375 0.0054
C -3.98164 17.56260 12.94942 0.0177
H -7.39237 9.24204 12.96101 0.0000
H -2.93878 17.37343 9.90610 -0.0027
H -3.27749 17.00929 8.15291 -0.0001
O -4.87878 14.92529 12.18075 -0.0022
H -1.68226 15.17670 8.10776 0.0098
H -0.60052 14.34582 10.12190 -0.0030
O -3.07116 14.60001 9.42300 0.1898
C -2.56335 12.93844 19.11478 0.0000
O -5.31546 14.02315 9.90384 -0.0150
H -5.31269 16.66969 15.51350 0.0011
C -1.99995 15.53151 9.07190 0.0216
C -1.92794 10.32059 10.70666 -0.0002
P -4.01810 14.44444 10.86699 0.5534
C -6.97436 16.95699 12.32984 0.0069
C -3.18853 12.94549 11.50520 0.1737
C -6.03261 14.53997 7.70781 -0.0023
H -7.34011 12.53537 9.15363 0.0005
H -5.32312 15.31081 7.40856 -0.0004
H -6.37209 10.19305 14.11523 0.0001
O -5.40669 11.65262 11.73836 -0.0062
H -6.91975 12.61348 13.63942 0.0007
H -4.06521 18.51104 13.54340 0.0030
H 0.31562 10.55925 13.28692 -0.0001
H -2.28025 13.16566 12.04728 0.0329
H -6.37497 14.08418 6.77024 -0.0002
H -5.62435 9.26741 12.81764 0.0001
H -6.58198 11.80028 7.74286 0.0001
C -3.33781 8.50932 11.60568 0.0010
H -2.83138 7.68921 11.06538 0.0000
H -1.48853 11.13757 14.88694 -0.0001
C -0.87964 15.36416 10.07319 0.0123
H -2.89009 12.48571 10.59275 -0.0132
Pb -2.82659 13.65128 16.14720 -0.0022
C -0.51255 14.25444 13.78156 0.0161
H -0.58029 11.31360 16.90301 0.0000
O -4.38843 12.43953 13.97194 0.0033
H -3.42223 13.15365 19.74064 0.0000
C -0.74788 13.39732 17.76839 0.0002
F -0.01027 17.00283 17.17340 0.0000
C -5.43591 13.44212 8.62814 0.0021
C -2.47186 9.73164 11.94885 0.0021
F -3.24623 18.72760 16.02609 0.0000
H -0.00790 15.91608 9.69343 0.0009
C -6.36562 12.22066 8.71696 0.0005

# 2
99
Properties=species:S:1:pos:R:3:lowdin_charge:R:1 method="wB97M-V/def2-TZVPD" homo_ev=-6.28 total_charge=+1
N 3.78631 -0.59256 2.85910 -0.1740
H -0.59799 -0.09612 7.41750 0.0457
C 0.42025 -0.73400 2.64925 -0.1835
H -0.44345 -1.85841 4.32430 0.0874
H 0.15566 2.46753 -2.18604 0.1130
C -2.11593 -1.44558 2.97859 -0.1882
H 3.93626 -1.90149 4.78999 0.0249
H -2.92687 -3.25517 1.00412 0.0934
C -1.34917 -1.43439 -3.08231 -0.2105
C 1.22804 -1.01017 8.12609 -0.6045
O -3.54029 1.11680 -2.54654 -0.2820
C -1.96592 -3.21514 -1.40971 -0.1926
H 1.21307 -0.18421 3.23611 0.0938
H 1.82333 0.10368 -6.51162 0.0561
H 0.14223 -0.04381 1.81101 0.1092
C -3.70848 -2.65876 0.45674 -0.1793
C 0.25309 0.13540 8.06349 -0.6320
H -0.88801 -0.12625 4.32136 0.0880
Cs 2.86847 -3.72178 3.45020 1.5396
S -2.71489 0.64800 -3.65203 0.7090
H 1.46538 -2.78399 2.91779 -0.2474
O -2.32421 0.39671 6.17575 0.0007
H 1.81570 -1.28253 -4.16774 0.0919
H -0.99613 2.22566 -4.56662 0.1390
O -2.60381 -0.95371 -3.70205 -0.1829
C -1.52973 -2.97446 -2.92557 -0.1006
C 3.74219 0.43994 4.92084 -0.1474
H -2.57653 0.39492 1.93896 0.1212
O 4.28346 3.10906 -7.16844 -0.3369
N 0.99868 -1.81242 -3.86580 0.1180
C -3.39281 -2.65899 -1.09220 -0.1901
C 3.63236 1.45624 3.77518 -0.0838
C -0.76109 -1.01479 3.64858 -0.1948
H 0.32619 -2.61937 1.47559 0.1320
C 0.48070 5.10379 -2.22676 -0.1061
H -2.34081 -3.38299 -3.58833 0.1413
C -0.20674 -1.00819 -4.12172 -0.4726
H -0.81076 4.80449 -4.04714 0.0977
C -2.43342 -0.68638 1.64782 -0.2080
Ca -4.18703 2.98370 -5.41755 1.1541
H -4.09233 -0.45271 0.22282 0.1014
Li 6.04677 1.11954 4.27735 0.8474
H -2.13430 -2.56599 2.85893 0.1004
C 3.69605 0.72521 2.50255 -0.0849
H 0.51473 0.43509 -2.68217 0.1240
H 1.25430 4.61161 -2.88051 0.0812
O 2.58793 1.62553 -6.46477 -0.4098
C -3.80222 -1.17826 1.02891 -0.1838
H -2.14739 3.84401 -1.38596 0.1299
H -4.16692 -3.21443 -1.68482 0.1226
H -1.16863 -0.91887 -2.09967 0.1534
O -2.29220 2.62375 6.28711 0.0787
O -0.77583 -1.18819 -5.41156 0.1394
H -3.47972 -1.58767 -1.41988 0.0876
H -0.19619 0.82806 -7.59741 0.1027
H -1.80238 -4.27535 -1.09109 0.1166
C 3.83627 -0.86001 4.27857 -0.2053
C 2.31478 -1.65444 1.03999 -0.1487
H -2.93999 -1.20355 3.69754 0.1229
O -0.61086 -0.05007 -7.53174 0.1357
H 3.51848 2.55822 3.88293 0.1103
H 2.13382 -0.75076 8.67319 0.0719
H 4.49358 -1.23057 0.87687 0.1372
H -0.60901 -3.58034 -3.07200 0.1122
H -0.12974 0.36215 9.05854 0.0893
Cl 1.67523 -1.50775 6.47160 0.5993
O 4.25742 2.32061 -4.94433 -0.3821
H -4.57889 -1.08138 1.82822 0.1156
H -1.52433 5.84079 -2.71912 0.1059
Cl 1.02799 1.61928 7.45205 0.5745
C 1.14241 -2.06097 2.08464 -0.3255
O 1.42760 -0.80637 -6.49883 0.1514
H 3.74499 0.61363 6.01533 0.0854
B 0.04987 -0.69277 -6.43878 -0.7319
H 4.12761 -2.60823 2.08786 -0.0489
C -1.07412 1.47528 -3.73774 -0.2436
C -0.94101 2.33478 -2.39408 -0.1911
H 3.67048 1.15751 1.47989 0.1534
H -1.32867 1.75367 -1.50999 0.1174
Cl 4.00060 1.98193 -6.32609 0.6567
O 4.80893 0.85706 -6.71330 -0.3449
H 0.77361 6.15899 -2.03506 0.0765
H -1.23999 -2.58482 -0.81250 0.0942
H 0.46872 4.49099 -1.28507 0.0707
H -2.65921 3.54755 -3.07019 0.0311
H -4.70446 -3.12760 0.66106 0.1088
H 0.77358 -1.87103 8.61640 0.0815
H 0.91983 -2.67430 -4.40547 0.1020
H -1.59489 -0.69740 0.90374 0.0842
C 3.82154 -1.58325 1.70220 -0.1998
C -2.32370 1.52908 5.65102 -0.9722
O -2.34475 1.74772 4.39670 0.0517
H 2.32007 -2.42078 0.21844 0.1163
H 2.02143 -0.67757 0.58414 0.1142
H 1.04259 0.88159 -4.32080 0.1437
C -1.74536 3.68790 -2.42529 -0.2214
C 0.16224 0.46973 -3.75134 -0.0661
O -3.46572 1.04625 -4.90715 -0.6312
C -0.91790 4.92767 -2.93209 -0.2470

# 3
84
Properties=species:S:1:pos:R:3:mulliken_spin:R:1 method="wB97M-V/def2-TZVPD" homo_ev="-9.18 / -9.23" total_charge=+1 e_above_lowest_kj_mol=51.9 spin_multiplicity=4
C 5.74332 0.08007 2.14728 -0.0009
H -3.99196 -3.06777 -1.31302 0.0000
H 5.34398 3.00315 1.14872 -0.0001
C -0.40646 -3.24687 -1.82677 0.0000
H -0.11767 2.94716 -4.26961 -0.0001
C -0.92328 4.16784 4.89160 0.0015
H 2.56046 2.39378 3.10243 -0.0041
H 6.55799 0.79854 2.31273 -0.0001
H 3.64432 3.22281 0.71577 -0.0001
C 0.29775 -3.91637 -0.68940 0.0000
C 1.58036 0.09673 -3.40596 -0.0003
H -0.35235 -4.60380 -0.13157 0.0000
H 0.28425 -2.66026 -2.44609 0.0002
C -1.11325 4.71970 3.62671 -0.0009
H -2.58211 -1.66624 0.27520 0.0000
F -0.19266 2.33715 6.16381 0.0000
C -4.34378 -0.35165 -1.79473 0.0000
C -0.64972 2.81124 4.94676 -0.0001
C -0.49848 2.19867 -3.57141 -0.0009
H 2.71657 3.13236 -2.98224 0.0001
H -0.93197 1.36478 -4.14154 0.0002
H -2.43649 -0.49773 -5.06094 0.0000
C 2.97820 -0.17273 0.70366 -0.0078
H -0.96054 4.77097 5.79568 0.0002
C -0.15566 -1.59836 5.01832 0.0001
C -2.25142 -2.63563 -0.11833 0.0000
C -3.38643 -2.41466 -4.86198 0.0000
C 4.47777 2.49829 0.69740 -0.0005
H 0.82100 -0.70497 -3.45883 0.0002
H -4.08363 -0.46508 -0.73728 0.0000
C 0.25061 -2.20170 3.82343 0.0011
F -1.44112 6.05438 3.53186 -0.0001
H 6.06336 -0.60785 1.35225 -0.0001
C -0.99829 3.99003 2.43781 0.0014
N -0.00156 -0.10818 2.69609 0.0008
H -4.35753 -1.92492 -4.92459 0.0000
H -1.30177 -1.80494 -4.68960 0.0000
H -3.47367 -3.22509 -4.12729 0.0000
H -1.30226 2.64632 -2.97485 0.0002
C 0.15219 0.98224 -0.89822 -0.0045
H -1.51840 -3.07601 0.55569 0.0001
H -2.03419 -1.99059 -2.18994 0.0003
H 2.84907 -1.17660 1.15388 0.0004
H -0.94003 -3.94119 -2.47952 0.0000
H 5.62907 -0.50688 3.06929 0.0001
H -4.90516 -1.23870 -2.11483 0.0000
C -0.58012 1.97941 3.79652 0.0015
C -0.63078 2.67757 2.58219 -0.0058
H 0.75723 -3.20649 0.00296 0.0006
H 0.26768 -0.11582 -1.06853 -0.0011
H -3.13973 -2.85062 -5.83947 0.0000
C -0.34429 0.51376 3.86863 -0.0036
H -0.78477 0.28511 5.92238 -0.0001
C 2.17092 2.87112 -2.06274 0.0040
H 3.28254 -0.35111 -0.34243 -0.0003
H -2.83160 -4.45392 -1.00493 0.0000
C -3.32838 -3.56387 -0.58341 0.0000
H -0.21904 -2.16231 5.95038 0.0000
H 1.67971 3.77486 -1.66115 0.0000
H -1.15213 4.47629 1.47294 -0.0001
H 0.67450 -1.79084 1.69489 0.0052
C -2.31512 -1.43083 -4.50378 -0.0001
H 2.90122 2.50444 -1.32257 -0.0026
H 0.52798 -3.25248 3.76862 0.0001
C -3.21180 0.00680 -2.70511 -0.0009
Si 0.87907 1.58027 -2.48217 0.0022
H 2.48519 -0.31332 -2.93279 -0.0001
H 1.82606 0.39976 -4.43348 -0.0001
C -0.47313 -0.24191 5.02965 -0.0010
Si 4.13438 0.90170 1.66738 0.0019
C 3.22750 1.51477 3.22788 0.0077
H -2.57287 0.77834 -2.24056 0.0001
H 1.09042 -4.51904 -1.12642 0.0000
O -2.39770 -1.12425 -3.08950 0.0010
H -0.94455 1.14006 -1.02152 -0.0085
O -1.43826 -2.26941 -1.37970 -0.0003
H 4.01872 1.86237 3.90703 0.0013
C 0.32925 -1.42444 2.66786 -0.0084
H -5.02735 0.50109 -1.84564 0.0000
Nd 1.01628 1.35678 1.11062 3.0226
H -3.94905 -3.87248 0.26538 0.0000
H -3.61151 0.40842 -3.63657 0.0000
H 4.71727 2.28056 -0.35396 0.0000
H 2.66782 0.71828 3.74332 -0.0015

# 4
92
Properties=species:S:1:pos:R:3:lowdin_charge:R:1 method="wB97M-V/def2-TZVPD" homo_ev=-8.36 e_above_lowest_kj_mol=178.7
H -3.13911 2.85211 -1.85445 0.1359
C 0.61776 -1.40918 -3.05585 -0.0987
H 1.15563 -1.72149 -2.13392 0.0875
N -3.37737 3.66054 -2.40940 0.0060
H 2.33590 -5.41320 5.88042 0.0837
C 0.00716 -2.52648 -3.97800 -0.1874
C -1.69722 6.19750 4.45543 -0.0763
C -4.05347 2.24573 1.44019 -0.0886
H -4.68766 2.86943 2.06429 0.0810
H -3.14295 4.67108 -4.25052 0.0742
H -5.28564 6.36153 -1.86840 0.0841
H 3.23127 -6.16973 2.65332 0.0868
N -0.23682 -1.79442 1.45928 0.0266
C 2.82899 -0.01634 -3.59547 -0.0999
C 5.27831 -3.69295 -4.17381 -0.2397
C -3.75348 0.73821 3.45302 -0.5453
C 4.81097 -2.95537 -5.35713 -0.0302
H -3.14096 2.89528 -4.32195 0.0843
C 3.83513 -5.27617 2.48544 -0.0063
H -1.73279 3.75898 -3.66843 0.0821
H -0.90922 5.56770 4.87330 0.0833
F -0.55618 -5.17762 -2.99381 -0.2123
C 1.33693 -0.33485 -3.99515 -0.2669
H 0.72045 0.69814 2.15278 0.0828
H 6.38974 -5.46404 -3.48887 0.0688
H 5.35056 -3.80621 -1.92379 0.1032
C 3.25793 -5.08855 5.39421 -0.0766
H -3.98057 7.89413 5.22097 0.0848
H 3.94518 -5.13125 1.41241 0.0830
C -0.44717 -1.89227 2.89148 -0.0680
H 3.61796 -1.17661 -5.98671 0.0955
C -2.82201 3.76511 -3.74435 -0.0752
H 5.01856 -3.29260 -6.39471 0.1080
H -2.93588 0.45097 1.66428 0.1320
H -4.21130 2.62677 4.35672 0.0517
H -2.97178 4.57840 3.94883 0.1250
H -0.26295 -0.80329 -2.69651 0.1172
H -0.17942 -2.90260 3.20850 0.0784
C 3.71014 -1.30338 -3.76919 -0.2091
C 4.02151 -1.75392 -5.12543 -0.0370
C 0.57411 -0.94778 0.78837 -0.5199
H 3.25151 0.89408 -4.09125 0.1158
N 2.93017 -4.06430 4.42240 0.0042
H 2.05427 -0.49287 2.26604 0.0736
C 4.99083 -3.23242 -2.81383 -0.0362
H 4.01791 -1.69584 -1.54210 0.1120
H 1.98083 0.64412 0.91189 0.0806
N -2.93714 5.44767 4.46003 0.0059
C -4.63779 1.62571 4.28762 -0.0020
O 0.82275 -4.93217 -5.03827 -0.2759
H -1.44358 6.44203 3.42191 0.0833
H -3.20874 2.83411 1.07986 0.0715
O -3.23373 -0.27656 3.90324 0.0098
O 1.79565 -4.29429 -2.96454 -0.2831
H -4.62673 1.88928 0.58410 0.0782
H -1.50607 -1.72330 3.09279 0.0587
C 6.14043 -4.98748 -4.46767 -0.0694
C -4.20707 4.52872 -1.76936 -0.5413
O 0.63538 -0.99808 -0.44061 -0.0172
O 2.81473 -3.11557 2.39802 0.0269
N 1.04307 -0.88288 -5.33121 0.0850
O -5.07062 5.00937 4.98110 0.0291
C 3.15750 -4.06973 3.08114 -0.5464
C -4.10971 5.75797 5.07829 -0.5477
H -3.75545 6.37917 -2.75523 0.0851
C 0.30120 -2.06192 -5.47277 -0.4431
H -1.11386 -2.64712 -3.95292 0.1446
H 2.80395 0.19127 -2.48440 0.1167
H -1.77165 7.11353 5.03461 0.0734
H 5.51426 -5.68369 -5.07692 0.0789
O -4.58652 4.28726 -0.63256 0.0246
H -4.71460 1.21450 5.29231 0.0872
H 0.78041 0.65114 -4.02183 0.1394
H -3.44235 7.01361 6.68405 0.0847
H 3.74479 -5.94500 4.93653 0.0740
S 0.58668 -4.25837 -3.77024 0.7527
H -0.74499 -2.42482 0.85665 0.1451
H 4.82784 -5.40494 2.92083 0.0855
H -5.16405 7.14547 6.30127 0.0838
C 1.38192 0.03707 1.58899 -0.0026
H 3.92001 -4.65436 6.14594 0.0831
H 7.04218 -4.62368 -5.02815 0.0798
C -4.62881 5.77352 -2.50630 -0.0099
H -5.63882 1.67298 3.85638 0.0936
C 4.19875 -2.01070 -2.59788 -0.0291
H 0.14693 -1.17008 3.44383 0.0790
H -5.17446 5.50852 -3.41370 0.0860
H 2.47361 -3.22502 4.74742 0.1367
H 1.56492 -0.54081 -6.13268 0.1394
N -3.53724 1.09329 2.15930 0.0088
O -0.01837 -2.55777 -6.52059 0.0895
C -4.17036 7.03806 5.87105 -0.0115

no.,electronic energy (eV),molar mass (u)
1,-98334.966,1020.66
2,-126639.801,938.85
3,-70837.558,658.10
4,-67667.272,636.79